A structure of composition C5H8O, computed with ωB97M-V/def2-TZVPD.

Output
**Total charge**: 0
**Kohn-Sham gap**: 10.60 eV
**Highest occupied orbital energy**: -9.463 eV
**Largest force on an atom**: 0.42 eV/Å
**ΔE to the lowest compared entry with this formula, charge and spin**: 204.9 kJ/mol
**LUMO**: 1.14 eV

Each line ends with the natural charge from an NBO analysis.
CARTESIAN COORDINATES (ANGSTROEM)
O1 -1.506 -0.942 0.093  -0.528
C1 -0.266 0.755 -0.413  -0.272
C2 0.977 -0.950 0.125  -0.439
C3 -0.328 -0.756 -0.692  0.114
C4 1.168 0.588 0.113  -0.397
C5 -1.435 0.427 0.535  -0.064
H1 -0.396 -1.171 -1.698  0.184
H2 0.741 -1.349 1.117  0.219
H3 1.777 -1.551 -0.315  0.211
H4 -2.371 0.949 0.313  0.182
H5 1.875 0.877 -0.672  0.207
H6 -0.466 1.525 -1.160  0.209
H7 -1.221 0.508 1.608  0.170
H8 1.452 1.089 1.043  0.204

***

A cluster of 2 separate species, C5H8O in total, computed with ωB97M-V/def2-TZVPD.

Output
**Total charge**: 0
**Kohn-Sham gap**: 10.30 eV
**Highest occupied orbital energy**: -9.198 eV
**Largest force on an atom**: 0.42 eV/Å
**ΔE to the lowest compared entry with this formula, charge and spin**: 425.6 kJ/mol
**SMILES**: C[C@]12C=C[C@H]1O2.[H][H]
**LUMO**: 1.10 eV

Each line ends with the natural charge from an NBO analysis.
CARTESIAN COORDINATES (ANGSTROEM)
O1 -0.391 -0.648 -1.383  -0.479
C1 1.346 0.415 -0.103  -0.199
C2 0.466 -0.078 0.775  -0.188
C3 0.252 0.622 -1.157  0.015
C4 -0.705 0.099 -0.197  0.181
C5 -2.126 0.461 0.091  -0.629
H1 2.910 -2.053 1.248  -0.008
H2 2.730 -1.876 0.553  0.006
H3 -2.623 0.748 -0.838  0.229
H4 0.122 1.422 -1.878  0.202
H5 -2.677 -0.380 0.530  0.221
H6 2.429 0.514 -0.121  0.216
H7 -2.160 1.299 0.795  0.222
H8 0.532 -0.558 1.744  0.213

***

The molecule C5H8O in a non-equilibrium geometry, computed with ωB97M-V/def2-TZVPD.

Output
**Total charge**: 0
**Kohn-Sham gap**: 10.74 eV
**Highest occupied orbital energy**: -9.764 eV
**Largest force on an atom**: 2.99 eV/Å
**ΔE to the lowest compared entry with this formula, charge and spin**: 214.3 kJ/mol
**SMILES**: C[C@H]1C[C@H]1C=O
**LUMO**: 0.97 eV

Each line ends with the natural charge from an NBO analysis.
CARTESIAN COORDINATES (ANGSTROEM)
O1 2.301 -0.014 1.534  -0.506
C1 1.760 -0.459 0.586  0.451
C2 -1.459 -0.935 -0.424  -0.606
C3 -0.712 0.371 -0.515  -0.203
C4 0.810 0.357 -0.364  -0.370
C5 -0.028 1.192 0.545  -0.394
H1 -0.048 0.815 1.548  0.218
H2 -1.215 1.051 -1.224  0.220
H3 -0.038 2.266 0.436  0.218
H4 1.430 0.721 -1.183  0.234
H5 -0.996 -1.565 0.335  0.203
H6 2.048 -1.492 0.379  0.108
H7 -1.312 -1.420 -1.396  0.212
H8 -2.542 -0.887 -0.257  0.213

***

A structure of composition C5H8O in a non-equilibrium geometry, computed with ωB97M-V/def2-TZVPD.

Output
**Total charge**: 0
**Kohn-Sham gap**: 10.10 eV
**Highest occupied orbital energy**: -8.992 eV
**Largest force on an atom**: 2.53 eV/Å
**ΔE to the lowest compared entry with this formula, charge and spin**: 356.2 kJ/mol
**LUMO**: 1.11 eV

Each line ends with the natural charge from an NBO analysis.
CARTESIAN COORDINATES (ANGSTROEM)
O1 -0.232 1.254 0.771  -0.513
C1 -0.725 0.402 -0.299  0.104
C2 -1.700 -0.631 0.231  -0.643
C3 1.534 -0.435 0.496  -0.531
C4 0.725 0.110 -0.767  -0.289
C5 1.081 0.974 0.354  0.106
H1 -2.549 -0.124 0.707  0.227
H2 2.598 -0.560 0.324  0.221
H3 0.884 -1.273 0.335  0.269
H4 1.088 0.007 -1.773  0.224
H5 -1.231 -1.266 0.988  0.217
H6 -2.088 -1.253 -0.582  0.213
H7 -1.199 1.028 -1.064  0.186
H8 1.817 1.765 0.279  0.210

***

A cluster of 2 separate species, C5H8O in total in a non-equilibrium geometry, computed with ωB97M-V/def2-TZVPD.

Output
**Total charge**: 0
**Kohn-Sham gap**: 9.67 eV
**Highest occupied orbital energy**: -9.081 eV
**Largest force on an atom**: 4.57 eV/Å
**ΔE to the lowest compared entry with this formula, charge and spin**: 472.3 kJ/mol
**LUMO**: 0.59 eV

Each line ends with the natural charge from an NBO analysis.
CARTESIAN COORDINATES (ANGSTROEM)
O1 -2.257 -1.565 1.784  -0.705
C1 0.919 0.767 -1.018  -0.401
C2 2.168 1.077 -0.220  -0.613
C3 -2.139 -1.299 0.406  -0.143
C4 -0.841 -0.911 -0.088  -0.062
C5 0.060 -0.267 -0.550  -0.030
H1 1.278 0.423 -2.043  0.246
H2 -2.357 -2.291 -0.068  0.221
H3 -2.670 -0.245 0.227  0.197
H4 2.812 0.211 -0.034  0.213
H5 -0.011 1.867 -0.547  0.187
H6 -1.549 -1.082 2.216  0.469
H7 1.845 1.501 0.726  0.209
H8 2.743 1.814 -0.789  0.214

***

A cluster of 2 separate species, C5H8O in total, computed with ωB97M-V/def2-TZVPD.

Output
**Total charge**: 0
**Kohn-Sham gap**: 10.51 eV
**Highest occupied orbital energy**: -9.493 eV
**Largest force on an atom**: 0.77 eV/Å
**ΔE to the lowest compared entry with this formula, charge and spin**: 335.1 kJ/mol
**SMILES**: C=C1CC1.C=O
**LUMO**: 1.01 eV

Each line ends with the natural charge from an NBO analysis.
CARTESIAN COORDINATES (ANGSTROEM)
O1 -0.853 2.176 -0.012  -0.568
C1 0.209 -0.476 0.260  0.008
C2 -0.430 -1.437 -0.639  -0.449
C3 -1.171 -0.834 0.561  -0.446
C4 1.320 0.075 0.724  -0.388
C5 0.141 1.774 -0.569  0.270
H1 1.300 0.684 1.626  0.215
H2 0.148 1.198 -1.516  0.114
H3 -0.783 -1.146 -1.629  0.225
H4 -0.038 -2.446 -0.581  0.225
H5 2.265 -0.002 0.193  0.207
H6 -1.969 -0.122 0.349  0.246
H7 -1.310 -1.431 1.457  0.225
H8 1.170 1.988 -0.225  0.115

***

A structure of composition C5H8O, computed with ωB97M-V/def2-TZVPD.

Output
**Total charge**: 0
**Kohn-Sham gap**: 8.65 eV
**Highest occupied orbital energy**: -7.636 eV
**Largest force on an atom**: 0.44 eV/Å
**ΔE to the lowest compared entry with this formula, charge and spin**: 574.6 kJ/mol
**LUMO**: 1.01 eV

Each line ends with the natural charge from an NBO analysis.
CARTESIAN COORDINATES (ANGSTROEM)
O1 -1.681 -0.318 0.515  -0.493
C1 -0.144 0.400 -1.293  -0.452
C2 0.534 1.317 -0.384  -0.451
C3 -0.994 -0.578 -0.693  0.026
C4 0.606 -0.293 1.337  -0.556
C5 -0.478 -1.013 0.767  0.002
H1 0.036 0.422 -2.362  0.250
H2 0.382 0.512 2.028  0.211
H3 -0.571 -2.094 0.879  0.199
H4 0.957 0.142 -0.684  0.401
H5 1.323 1.929 -0.819  0.226
H6 0.001 1.785 0.432  0.228
H7 -1.460 -1.336 -1.320  0.200
H8 1.489 -0.876 1.596  0.208

***

A cluster of 2 separate species, C5H8O in total, computed with ωB97M-V/def2-TZVPD.

Output
**Total charge**: 0
**Kohn-Sham gap**: 9.86 eV
**Highest occupied orbital energy**: -8.700 eV
**Largest force on an atom**: 0.27 eV/Å
**ΔE to the lowest compared entry with this formula, charge and spin**: 241.0 kJ/mol
**SMILES**: C1=COC=CC1.[H][H]
**LUMO**: 1.16 eV

Each line ends with the natural charge from an NBO analysis.
CARTESIAN COORDINATES (ANGSTROEM)
O1 0.872 0.968 0.710  -0.497
C1 0.459 -0.257 -1.269  -0.271
C2 -0.407 -1.015 0.854  -0.270
C3 0.289 -1.479 -0.401  -0.473
C4 0.816 0.871 -0.663  0.121
C5 -0.013 0.145 1.370  0.119
H1 1.051 1.813 -1.145  0.198
H2 1.284 -1.866 -0.134  0.213
H3 -0.351 0.581 2.304  0.198
H4 0.271 -0.285 -2.336  0.222
H5 -1.315 2.303 -0.187  -0.001
H6 -1.210 -1.585 1.305  0.222
H7 -1.509 2.098 0.499  -0.001
H8 -0.239 -2.290 -0.906  0.222

***

The molecule C5H8O, computed with ωB97M-V/def2-TZVPD.

Output
**Total charge**: 0
**Kohn-Sham gap**: 10.33 eV
**Highest occupied orbital energy**: -9.426 eV
**Largest force on an atom**: 0.78 eV/Å
**ΔE to the lowest compared entry with this formula, charge and spin**: 35.0 kJ/mol
**SMILES**: O=C1CCCC1
**LUMO**: 0.90 eV

Each line ends with the natural charge from an NBO analysis.
CARTESIAN COORDINATES (ANGSTROEM)
O1 -0.632 2.164 -1.050  -0.528
C1 -1.243 0.230 0.294  -0.518
C2 -0.310 1.261 -0.317  0.610
C3 1.106 0.796 0.005  -0.533
C4 -0.578 -1.054 -0.210  -0.394
C5 0.927 -0.788 0.025  -0.397
H1 -1.144 0.285 1.388  0.217
H2 -2.278 0.397 0.003  0.232
H3 -0.854 -1.972 0.317  0.214
H4 1.147 -1.120 1.045  0.201
H5 1.518 -1.436 -0.636  0.222
H6 1.339 1.101 1.034  0.229
H7 1.826 1.335 -0.627  0.240
H8 -0.824 -1.200 -1.271  0.205

***

The molecule C5H8O, computed with ωB97M-V/def2-TZVPD.

Output
**Total charge**: 0
**Kohn-Sham gap**: 10.66 eV
**Highest occupied orbital energy**: -9.448 eV
**Largest force on an atom**: 0.28 eV/Å
**ΔE to the lowest compared entry with this formula, charge and spin**: 145.4 kJ/mol
**SMILES**: C1C[C@@H]2C[C@@H]2O1
**LUMO**: 1.21 eV

Each line ends with the natural charge from an NBO analysis.
CARTESIAN COORDINATES (ANGSTROEM)
O1 -0.085 0.613 -1.375  -0.519
C1 0.555 1.406 -0.377  -0.058
C2 -0.381 -0.445 0.715  -0.261
C3 0.900 0.394 0.715  -0.433
C4 -0.945 -0.242 -0.665  0.070
C5 -0.443 -1.593 -0.259  -0.431
H1 -2.001 -0.090 -0.875  0.194
H2 -0.160 2.143 0.023  0.160
H3 -1.205 -2.349 -0.081  0.218
H4 1.399 1.931 -0.832  0.192
H5 1.767 -0.205 0.409  0.206
H6 0.487 -1.967 -0.681  0.221
H7 1.122 0.846 1.685  0.219
H8 -1.012 -0.442 1.599  0.223

***

The molecule C5H8O, computed with ωB97M-V/def2-TZVPD.

Output
**Total charge**: 0
**Kohn-Sham gap**: 7.70 eV
**Highest occupied orbital energy**: -7.832 eV
**Largest force on an atom**: 0.46 eV/Å
**ΔE to the lowest compared entry with this formula, charge and spin**: 430.9 kJ/mol
**LUMO**: -0.13 eV

Each line ends with the natural charge from an NBO analysis.
CARTESIAN COORDINATES (ANGSTROEM)
O1 1.648 -0.602 -0.477  -0.443
C1 -0.684 -0.032 0.044  -0.333
C2 0.392 -0.861 -0.240  0.377
C3 -0.519 1.342 -0.217  -0.250
C4 2.234 0.691 -0.262  -0.259
C5 -1.975 -0.722 0.467  -0.641
H1 0.238 -1.941 -0.314  0.177
H2 -1.519 1.822 -0.139  0.112
H3 3.307 0.491 -0.247  0.185
H4 -2.406 -0.199 1.328  0.221
H5 -2.720 -0.712 -0.337  0.216
H6 1.942 1.376 -1.058  0.225
H7 1.878 1.111 0.680  0.210
H8 -1.817 -1.765 0.772  0.203

***

A structure of composition C5H8O in a non-equilibrium geometry, computed with ωB97M-V/def2-TZVPD.

Output
**Total charge**: 0
**Kohn-Sham gap**: 10.16 eV
**Highest occupied orbital energy**: -9.084 eV
**Largest force on an atom**: 2.79 eV/Å
**ΔE to the lowest compared entry with this formula, charge and spin**: 305.0 kJ/mol
**LUMO**: 1.07 eV

Each line ends with the natural charge from an NBO analysis.
CARTESIAN COORDINATES (ANGSTROEM)
O1 -1.033 0.290 -0.949  -0.560
C1 0.079 1.692 -0.802  -0.095
C2 -0.357 -0.777 -0.363  0.032
C3 1.013 -0.332 -0.064  -0.134
C4 -1.027 -1.282 0.956  -0.628
C5 1.184 0.977 -0.182  -0.304
H1 1.734 -1.051 0.301  0.212
H2 -2.047 -1.669 0.847  0.221
H3 1.925 1.454 0.435  0.231
H4 -0.128 2.656 -0.270  0.195
H5 0.085 -1.442 -1.162  0.200
H6 0.111 1.869 -1.872  0.206
H7 -1.107 -0.382 1.584  0.215
H8 -0.434 -2.003 1.542  0.209